20
Properties=species:S:1:pos:R:3:forces:R:3:lowdin_charge:R:1 method="wB97M-V/def2-TZVPD" gap_ev="7.600 / 6.353" spin_multiplicity=1 homo_energy_ev="-16.04 / -15.35" energy_ev=-11757.8527 total_charge=+2 e_lumo_ev="-8.438 / -9.000" relative_energy_ev=1.563
N 1.5989 0.6404 0.6194 0.9 -1.9 -2.1 0.1190
N -2.5539 0.8081 -1.0865 -0.2 1.3 0.4 0.1923
N -0.7964 1.2168 0.4115 0.6 -1.7 -0.4 0.1547
N 3.1849 -0.4107 -0.8109 1.0 1.5 1.7 0.2134
N -1.0832 -1.8715 0.7882 0.2 0.6 0.9 0.1541
C 0.4387 1.1962 1.0041 -1.4 -2.1 -1.5 -0.0705
C 1.9693 -0.0591 -0.4943 -0.9 -0.9 -0.3 -0.0782
C -1.7990 -1.0664 0.0052 0.4 -1.3 -2.3 -0.0502
C -1.6334 0.3326 -0.2341 -0.5 -1.8 0.8 -0.2763
H 0.6809 1.9170 1.6645 -0.4 2.5 2.3 0.1193
H -1.1256 -2.8823 0.7388 -0.4 0.1 -0.2 0.1430
H 1.3061 -0.5341 -1.2242 -1.0 0.9 0.8 0.1671
H -2.8043 1.7742 -0.9006 -0.2 0.0 -0.7 0.1434
H -2.3933 -1.6663 -0.7451 0.5 1.3 0.7 0.1694
H -0.9954 -1.5167 1.7175 0.8 0.0 0.8 0.1243
H 3.4893 -0.8329 -1.6773 -0.4 -0.1 0.0 0.1609
H 3.8778 0.0565 -0.2433 0.9 -0.4 -0.3 0.1474
H -3.3366 0.2117 -1.3446 0.3 0.2 0.1 0.1436
H -1.0564 2.1494 0.4358 -1.5 2.1 -0.2 0.1416
H 2.2138 0.9081 1.3724 1.4 -0.5 -0.5 0.1817

---

21
Properties=species:S:1:pos:R:3:forces:R:3:lowdin_charge:R:1 method="wB97M-V/def2-TZVPD" gap_ev="5.541 / 7.264" spin_multiplicity=3 homo_energy_ev="-4.84 / -9.61" energy_ev=-16065.8817 e_lumo_ev="0.706 / -2.343" relative_energy_ev=3.976
O -0.1476 0.5338 -0.4704 -1.2 -0.3 -1.3 -0.1129
O -2.3300 1.1067 1.1495 0.3 -0.1 1.0 0.2089
O -3.2834 0.6773 -0.8860 -0.9 -0.6 -1.9 0.2236
N 0.5428 2.3827 1.9529 -4.7 4.7 3.6 0.2347
C -0.9072 -1.4334 -1.6623 0.1 -1.5 -2.2 -0.0704
C 0.0057 -0.2373 -1.7172 -1.4 1.6 1.6 -0.1773
C 0.9814 1.4550 1.3428 4.1 -5.3 -2.2 -0.3928
C 0.6934 0.2338 0.5449 2.5 1.1 -1.0 -0.4244
C 1.1186 -2.0375 1.7378 -0.8 -1.6 0.9 0.1408
C 2.0810 1.0228 0.5197 0.3 -1.3 1.5 0.0115
C -2.7760 0.8458 0.1207 0.4 0.9 1.3 -0.4406
C 0.7728 -1.1058 1.0644 0.0 1.0 0.5 -0.0501
H -0.6171 -2.2867 -0.9654 0.0 1.4 -0.9 0.0985
H -0.3859 2.3123 2.3567 0.2 1.0 0.5 0.0926
H -0.9867 -1.8240 -2.7406 0.2 0.1 1.5 0.1066
H -0.1416 0.5986 -2.4536 -0.2 -1.5 0.1 0.1501
H -1.9021 -1.1246 -1.4456 -0.8 0.2 0.3 0.0321
H 1.0090 -2.9195 2.3655 0.6 0.6 -0.5 0.0473
H 2.3012 1.7027 -0.2843 0.1 0.0 -0.8 0.1005
H 0.9860 -0.5536 -1.6658 2.4 -0.6 -0.7 0.0877
H 2.9857 0.6509 1.1363 -1.1 0.1 -1.2 0.1336

---

87
Properties=species:S:1:pos:R:3:forces:R:3:lowdin_charge:R:1 method="wB97M-V/def2-TZVPD" gap_ev=7.514 spin_multiplicity=1 homo_energy_ev=-8.41 energy_ev=-106773.1609 e_lumo_ev=-0.900
S -4.8595 -0.3781 3.8053 -0.1 -0.2 0.4 0.6850
S -1.2961 1.3203 4.0989 -0.2 0.3 -0.1 0.6794
S 6.0112 -1.0199 2.4831 -0.7 0.2 -1.1 0.9297
S -2.9351 -1.9062 -4.8916 0.0 -0.2 0.1 0.6641
S 2.6600 3.9379 -3.6906 -0.1 -0.1 0.3 0.6595
O 2.0005 -1.8439 -3.2517 0.7 1.8 -0.6 -0.1809
O -3.2340 -0.8243 -5.7973 -0.2 0.0 0.2 -0.3187
O -0.3962 2.1949 3.3753 -0.1 -0.1 -0.1 -0.3375
O -3.7673 -2.2035 -3.7505 -0.1 0.3 -0.2 -0.3297
O 1.9045 -2.7571 -2.2185 -0.7 -1.8 1.2 -0.0490
O 3.0492 4.2030 -5.0530 -0.2 -0.2 0.1 -0.3136
O -3.7700 -0.2514 4.7409 -1.7 -2.1 0.8 -0.3642
O -2.7195 1.3428 3.8925 2.2 2.5 -1.2 -0.3497
O -5.0816 0.5586 2.7347 0.1 -0.1 0.1 -0.2989
O 1.4452 3.2230 -3.3707 0.0 0.0 -0.3 -0.3371
N 6.7636 -0.8820 0.9746 -4.4 0.0 0.8 -0.2307
N 1.6991 -0.7744 0.5802 1.0 1.2 -2.2 0.1243
N 4.3708 -0.9301 2.1603 1.7 0.2 -3.0 -0.2452
C 0.9493 0.2705 0.4148 -0.8 -0.3 0.6 -0.3461
C 5.6620 -0.7773 0.1518 0.2 0.2 -1.9 -0.3540
C 3.1971 -0.6025 -1.5315 1.4 0.3 2.2 -0.1040
C 4.8311 4.3106 -2.2698 0.1 0.0 -0.1 -0.2166
C -1.2242 -3.3980 -6.1982 0.1 0.1 0.0 -0.2222
C 5.8333 -0.6541 -1.3484 -3.2 0.0 -0.1 -0.0239
C -7.1233 -1.6792 4.0146 0.0 0.0 -0.1 -0.2228
C -0.7233 -0.3717 3.9474 0.3 -0.5 0.0 -0.2206
C 2.7124 5.4764 -2.7731 0.0 0.4 0.3 -0.2194
C 1.4232 1.7328 0.1681 -0.6 -0.1 -0.6 -0.0203
C -0.9737 1.4797 5.8488 0.1 -0.1 0.4 -0.2201
C -0.6122 0.0182 0.4206 0.9 0.4 -0.5 -0.0239
C 4.6259 -0.5866 -2.1452 0.4 -0.2 2.6 -0.0208
C -1.2311 -1.7520 -4.3582 0.5 0.0 0.1 -0.2239
C 3.8137 5.3112 -1.7230 0.0 0.0 0.2 -0.2157
C 3.0043 -0.7044 -0.0584 1.6 0.5 -1.6 -0.1331
C 4.0089 3.1498 -2.8234 0.5 0.0 0.1 -0.2373
C -0.2113 -0.7762 5.3327 0.1 0.0 0.1 -0.2037
C -0.4943 -2.9690 -4.9218 0.1 -0.2 -0.1 -0.2217
C -6.0698 -2.7484 3.7083 -0.1 -0.1 0.1 -0.2172
C -0.9854 0.0465 6.3670 -0.1 -0.1 0.1 -0.2234
C -6.3786 -0.5567 4.7287 -0.5 -0.1 0.1 -0.2277
C -2.7072 -3.3985 -5.8468 0.1 -0.3 -0.3 -0.2368
C 2.0198 -0.5516 -2.5544 0.4 -0.3 0.6 -0.1257
C 4.2708 -0.7909 0.7715 1.4 -0.4 0.6 -0.2403
C -4.8477 -2.0354 3.1217 -0.1 -0.5 -0.2 -0.2175
H -6.1171 -0.8445 5.7483 0.1 0.1 -0.1 0.1067
H 5.4132 4.7729 -3.0723 0.0 -0.1 0.0 0.1211
H 0.0128 1.9320 5.9658 -0.1 0.0 -0.1 0.1061
H 5.5263 3.9783 -1.4975 0.0 0.0 -0.1 0.1177
H -2.9594 -4.2453 -5.2063 0.0 0.1 0.0 0.1071
H 4.7205 -0.5196 -3.2630 -0.3 -0.1 1.3 0.1116
H -0.8942 -4.3788 -6.5436 0.0 0.1 0.0 0.1146
H -1.1953 -1.7278 -3.2697 -0.1 0.1 -0.1 0.0948
H 6.8365 -0.6154 -1.8343 -1.0 -0.1 0.7 0.1030
H 2.4305 1.9855 0.5872 -0.8 -0.6 -0.3 0.0905
H -0.5366 -0.0242 7.3593 0.0 0.0 -0.1 0.1147
H 2.9410 6.2765 -3.4774 0.0 -0.1 -0.1 0.1060
H -4.9151 -1.9523 2.0365 0.0 0.1 0.1 0.1082
H 1.0024 -0.4407 -2.0959 1.1 0.0 -0.1 0.1078
H 0.0652 -0.4199 3.1970 -0.1 0.1 0.0 0.0846
H -0.5228 -3.7855 -4.1947 0.0 0.1 0.0 0.1211
H -6.9230 0.3863 4.7327 0.2 0.0 0.0 0.1094
H 0.6571 2.4410 0.5981 0.8 -0.8 -0.4 0.0876
H -3.3567 -3.3823 -6.7206 -0.1 0.1 0.1 0.1070
H -1.0287 -2.6751 -6.9958 -0.1 -0.1 0.0 0.1202
H 4.5716 2.5187 -3.5099 -0.2 0.0 -0.1 0.1065
H 2.7232 -3.2914 -2.1805 -0.1 0.7 -0.5 0.1226
H 1.7436 5.6559 -2.3089 0.0 -0.1 -0.2 0.1055
H -0.8879 -0.8452 1.0777 0.3 0.9 -0.5 0.0766
H -2.0131 -0.3182 6.4338 0.1 0.1 0.0 0.1000
H -0.8340 -0.8207 -4.7636 -0.2 0.0 0.0 0.1091
H 2.1544 0.2800 -3.3004 0.0 -1.1 0.5 0.1334
H 0.5534 -2.7392 -5.1136 -0.1 0.0 0.1 0.1032
H -0.8531 -0.2869 -0.6464 0.2 0.3 1.2 0.0815
H -7.5545 -1.3074 3.0807 0.0 0.0 0.1 0.1207
H 0.8559 -0.5486 5.4112 -0.1 0.0 0.0 0.1178
H -5.7893 -3.2577 4.6350 0.0 0.0 0.0 0.1162
H 3.5836 2.5455 -2.0193 0.0 0.0 -0.1 0.0862
H -7.9349 -2.0744 4.6272 0.0 0.0 0.0 0.1146
H -3.9194 -2.5337 3.3988 0.0 0.2 -0.1 0.0991
H -6.4504 -3.5056 3.0212 0.0 0.0 0.0 0.1144
H 4.2758 6.2703 -1.4844 -0.1 -0.1 0.0 0.1159
H 3.3818 4.9157 -0.7990 0.0 0.0 0.0 0.1156
H -1.7329 2.1098 6.3093 0.0 0.0 -0.2 0.1107
H 1.4327 1.8911 -0.9509 0.0 0.1 1.0 0.0725
H -1.1790 0.9627 0.6257 0.4 -1.0 0.1 0.0858
H -1.5686 -0.9862 3.6386 0.0 0.2 0.0 0.0889
H -0.3301 -1.8482 5.4984 0.0 0.1 0.0 0.1153

---

8
Properties=species:S:1:pos:R:3:forces:R:3:lowdin_charge:R:1 method="wB97M-V/def2-TZVPD" gap_ev="6.752 / 7.277" spin_multiplicity=1 homo_energy_ev="-8.39 / -8.89" energy_ev=-30692.8573 e_lumo_ev="-1.637 / -1.614" relative_energy_ev=3.698
Cl -0.9419 -2.6291 0.8733 0.0 -0.3 0.3 0.7670
Cl 1.6927 1.9629 1.1844 0.2 0.6 0.4 0.7226
N 0.3753 -0.3020 1.1546 0.2 -0.4 0.0 -0.0385
C -0.5249 -1.0709 0.4648 1.2 3.4 -1.0 -0.7956
C 0.9623 0.6607 0.4789 -2.3 -2.4 -1.2 -0.6628
C -0.9468 -0.3796 -0.7321 -0.3 -1.5 1.1 -0.1211
C -0.3047 0.5955 -1.2148 0.7 1.1 -1.9 0.0361
H -0.3120 1.1623 -2.2091 0.3 -0.5 2.2 0.0923

---

17
Properties=species:S:1:pos:R:3:forces:R:3:lowdin_charge:R:1 method="wB97M-V/def2-TZVPD" gap_ev=9.059 spin_multiplicity=1 homo_energy_ev=-14.98 smiles="C=C1O[N+](=O)OC1(C)C" energy_ev=-12933.8582 total_charge=+1 e_lumo_ev=-5.922 relative_energy_ev=5.199
O 1.2387 1.0538 -0.0178 0.7 -0.1 0.0 0.1721
O 1.7597 -1.0737 -0.0758 0.5 -0.5 -0.3 0.2148
O 3.3038 0.4245 0.0042 0.9 -0.1 0.0 0.3401
N 2.1904 0.1395 -0.0276 0.1 1.7 0.0 -0.2269
C 0.3627 -1.0276 -0.0286 -2.0 -2.6 0.2 -0.2015
C -0.2328 -2.2258 0.0260 1.3 2.5 -0.1 0.2078
C -0.7945 0.8739 1.2029 1.8 1.0 0.1 0.0230
C -0.0730 0.3780 -0.0399 -1.6 1.2 0.4 -0.4448
C -0.8218 0.8903 -1.2828 -1.4 -0.7 2.1 0.0410
H -0.9435 1.9697 1.1307 1.0 -0.4 0.5 0.1224
H -1.0041 1.9902 -0.9871 0.1 -1.7 -1.5 0.1345
H -1.7799 0.6261 1.2785 -2.9 -1.5 -0.5 0.0704
H -0.3804 0.4677 2.1172 0.5 0.6 0.3 0.1126
H 0.4737 -2.9997 -0.1016 0.1 -1.3 0.2 0.0926
H -1.8064 0.2563 -1.2739 1.6 1.5 -0.3 0.1514
H -1.2678 -2.3624 0.2111 -0.7 -0.1 -0.2 0.0979
H -0.2250 0.6192 -2.1355 -0.1 0.6 -0.7 0.0926

---

26
Properties=species:S:1:pos:R:3:forces:R:3:lowdin_charge:R:1 method="wB97M-V/def2-TZVPD" gap_ev="6.271 / 6.133" spin_multiplicity=1 homo_energy_ev="-7.16 / -6.92" energy_ev=-27809.6938 e_lumo_ev="-0.889 / -0.786"
P -2.3881 -0.2305 1.4967 0.7 0.6 -0.6 0.8844
O 0.0020 -0.4934 -2.2042 1.2 0.5 -0.6 -0.1522
O 1.1269 -2.9144 -0.8010 2.0 -2.1 -1.1 -0.0394
N 0.0810 -0.4386 2.6497 -0.9 0.2 -0.5 0.0165
N -0.5360 1.0293 -0.4624 0.3 0.5 -1.4 -0.1464
N 1.4275 3.2393 1.4260 -1.9 -2.2 -0.3 0.1269
N 1.7202 0.9516 1.8923 1.2 2.6 -2.1 0.1271
C -1.1182 -0.3493 2.7647 -0.1 0.6 -0.8 -0.3354
C 0.0201 -2.1636 -0.5614 -1.3 1.9 0.7 -0.2828
C 0.5138 1.6447 -0.0882 1.8 0.8 1.6 0.0276
C -0.7851 -1.6218 -1.7674 1.8 2.7 0.2 -0.1262
C -1.6864 0.6555 0.1499 -3.0 -1.5 0.1 -0.4382
C -0.4495 0.7962 -1.9172 0.3 -1.0 -2.9 -0.1956
C 1.2978 -0.2100 2.2354 -1.9 -0.6 1.0 -0.2624
C 1.1546 1.9051 1.0970 0.4 0.0 1.9 -0.3669
H 1.8757 -1.0523 2.3930 2.0 -1.3 0.2 0.1023
H -1.3956 0.8137 -2.4733 -0.6 0.9 0.8 0.1294
H -1.7883 -1.1824 -1.6437 0.1 -1.1 0.7 0.1070
H 0.2882 1.4988 -2.4730 -1.3 -1.0 1.7 0.1675
H 1.0817 -3.8111 -1.2063 -0.8 1.2 0.4 0.1215
H -2.4928 0.6931 -0.6397 0.5 0.2 1.2 0.0561
H -0.7701 -2.2372 -2.6285 -0.1 -1.3 -0.6 0.1116
H -0.7583 -2.6103 0.0047 -0.4 -1.1 1.4 0.0885
H 0.7427 3.8506 1.0569 0.0 0.9 -0.5 0.0794
H 2.3177 3.5601 1.6494 1.5 0.4 0.5 0.0701
H 0.5184 -1.3234 0.0505 -1.6 -0.8 -1.0 0.1298

---

Copy entry 4 word for word.
8
Properties=species:S:1:pos:R:3:forces:R:3:lowdin_charge:R:1 method="wB97M-V/def2-TZVPD" gap_ev="6.752 / 7.277" spin_multiplicity=1 homo_energy_ev="-8.39 / -8.89" energy_ev=-30692.8573 e_lumo_ev="-1.637 / -1.614" relative_energy_ev=3.698
Cl -0.9419 -2.6291 0.8733 0.0 -0.3 0.3 0.7670
Cl 1.6927 1.9629 1.1844 0.2 0.6 0.4 0.7226
N 0.3753 -0.3020 1.1546 0.2 -0.4 0.0 -0.0385
C -0.5249 -1.0709 0.4648 1.2 3.4 -1.0 -0.7956
C 0.9623 0.6607 0.4789 -2.3 -2.4 -1.2 -0.6628
C -0.9468 -0.3796 -0.7321 -0.3 -1.5 1.1 -0.1211
C -0.3047 0.5955 -1.2148 0.7 1.1 -1.9 0.0361
H -0.3120 1.1623 -2.2091 0.3 -0.5 2.2 0.0923